Record 1
Below is C3LiO6Sr as an isolated structure at a distorted geometry, with properties calculated with ωB97M-V/def2-TZVPD.

Atoms and positions in Å:
1 O -1.160 -0.453 1.617
2 C -0.814 -0.596 0.412
3 O -0.665 0.595 -0.155
4 C -1.376 2.021 -1.692
5 O -2.545 2.188 -1.592
6 O -0.361 2.471 -2.119
7 Sr -0.051 1.648 1.991
8 C 0.953 -1.648 0.232
9 O 1.067 -2.869 0.398
10 O 1.889 -0.851 0.529
11 Li 3.062 -2.508 0.380

Calculated values
LUMO energy (alpha / beta) = -1.18 / -1.19 eV
Gap between HOMO and LUMO (alpha / beta) = 3.7 / 8.0 eV
DFT total energy = -16435.456 eV
2S+1 = 2
HOMO (alpha / beta) = -4.88 / -9.15 eV

---

Record 2
Below is C3NO5 as an isolated structure at a distorted geometry, with properties calculated with ωB97M-V/def2-TZVPD.

Atoms and positions in Å:
1 C 0.053 -0.409 0.086
2 C -1.054 0.748 0.241
3 C 2.013 0.079 -0.153
4 N -2.113 0.100 -0.029
5 O 2.457 0.486 0.846
6 O -0.333 -1.501 -0.171
7 O -0.936 1.873 0.626
8 O 2.182 -0.235 -1.277
9 O -2.269 -1.142 -0.170

Calculated values
LUMO energy (alpha / beta) = 3.24 / 3.24 eV
Total charge = -1
Gap between HOMO and LUMO (alpha / beta) = 7.1 / 7.1 eV
DFT total energy = -14836.123 eV
2S+1 = 1
HOMO (alpha / beta) = -3.88 / -3.88 eV
ΔE to the lowest compared entry with this formula, charge and spin = 500.2 kJ/mol

---

Record 3
Below is C3Na6O9 as an isolated structure at a distorted geometry, with properties calculated with ωB97M-V/def2-TZVPD.

Atoms and positions in Å:
1 Na 2.020 -0.090 -0.297
2 Na 0.862 0.190 3.558
3 Na -2.160 1.662 -2.343
4 Na -0.817 -2.711 1.941
5 Na -1.224 2.480 1.389
6 Na -3.286 -0.399 -0.732
7 C -0.546 0.063 0.447
8 O -0.490 0.780 -0.624
9 O 0.117 0.524 1.447
10 O -1.295 -0.970 0.510
11 C 4.166 0.805 2.194
12 O 4.819 0.789 1.078
13 O 4.803 0.522 3.250
14 O 2.899 0.649 2.097
15 C -2.456 -1.114 -3.485
16 O -3.076 0.034 -3.653
17 O -2.655 -2.056 -4.291
18 O -1.682 -1.159 -2.487

Calculated values
LUMO energy = -2.97 eV
Gap between HOMO and LUMO = 2.3 eV
DFT total energy = -48037.891 eV
2S+1 = 1
HOMO = -5.26 eV
ΔE to the lowest compared entry with this formula, charge and spin = 377.3 kJ/mol

---

Record 4
Below is the molecule C3O3 at a distorted geometry, with properties calculated with ωB97M-V/def2-TZVPD.

Atoms and positions in Å:
1 C 0.203 -0.200 0.601
2 C 1.393 0.056 0.046
3 C -1.183 0.066 0.025
4 O -1.163 1.347 0.123
5 O 2.465 -0.246 -0.274
6 O -1.869 -0.819 -0.301

Calculated values
LUMO energy (alpha / beta) = -3.47 / -3.30 eV
Gap between HOMO and LUMO (alpha / beta) = 7.5 / 7.6 eV
DFT total energy = -9248.313 eV
2S+1 = 1
HOMO (alpha / beta) = -10.97 / -10.85 eV
ΔE to the lowest compared entry with this formula, charge and spin = 113.1 kJ/mol

---

Record 5
Below is a 13-piece molecular cluster, C40H101F3O38S12 overall at a distorted geometry, with properties calculated with ωB97M-V/def2-TZVPD.

Atoms and positions in Å:
1 O 16.587 18.619 13.840
2 S 17.722 19.444 14.423
3 O 17.419 20.718 15.083
4 O 18.479 18.527 15.544
5 C 18.477 17.131 15.273
6 C 19.796 16.579 15.866
7 C 19.017 19.678 13.219
8 H 18.324 16.821 14.239
9 H 17.664 16.755 15.894
10 H 20.044 15.622 15.406
11 H 19.846 16.543 16.954
12 H 20.681 17.189 15.686
13 H 19.810 20.181 13.772
14 H 18.693 20.252 12.350
15 H 19.367 18.718 12.840
16 O 24.371 23.018 12.927
17 S 24.140 23.941 14.040
18 O 24.773 25.287 14.080
19 O 22.531 24.307 14.068
20 C 21.659 23.213 13.846
21 C 20.562 23.519 12.963
22 C 24.329 23.021 15.668
23 H 21.207 22.991 14.812
24 H 22.149 22.330 13.435
25 H 20.028 24.425 13.248
26 H 19.876 22.673 13.019
27 H 20.892 23.522 11.924
28 H 23.904 23.656 16.445
29 H 25.384 22.824 15.861
30 H 23.802 22.086 15.476
31 O 21.490 12.092 20.608
32 S 22.482 11.114 20.044
33 O 22.434 9.700 20.451
34 O 22.506 11.142 18.312
35 C 22.477 12.470 17.756
36 C 21.029 12.878 17.429
37 C 24.200 11.753 20.454
38 H 23.137 12.544 16.892
39 H 22.963 13.160 18.447
40 H 20.342 12.577 18.221
41 H 20.730 12.557 16.431
42 H 20.960 13.964 17.474
43 H 24.191 12.137 21.474
44 H 24.376 12.659 19.873
45 H 24.985 11.022 20.265
46 O 18.837 13.866 13.604
47 S 17.648 13.085 13.887
48 O 17.448 11.761 13.307
49 O 17.305 13.084 15.483
50 C 16.120 12.354 15.826
51 C 15.949 12.677 17.332
52 C 16.301 14.242 13.282
53 H 16.134 11.293 15.578
54 H 15.333 12.806 15.222
55 H 15.701 13.733 17.443
56 H 16.861 12.514 17.906
57 H 15.159 12.067 17.770
58 H 16.315 15.157 13.874
59 H 15.326 13.758 13.221
60 H 16.456 14.609 12.268
61 O 21.927 22.456 17.440
62 S 21.057 21.253 17.319
63 O 20.910 20.531 16.064
64 O 21.457 20.178 18.518
65 C 22.263 20.634 19.575
66 C 22.277 19.592 20.646
67 C 19.363 21.690 18.122
68 H 21.826 21.559 19.952
69 H 23.250 20.916 19.209
70 H 21.292 19.562 21.112
71 H 23.024 19.858 21.394
72 H 22.544 18.583 20.332
73 H 18.942 20.687 18.197
74 H 18.778 22.386 17.520
75 H 19.620 22.124 19.088
76 O 22.470 15.404 14.880
77 S 23.690 14.777 14.331
78 O 24.978 15.108 14.938
79 O 23.531 13.117 14.318
80 C 22.286 12.624 13.964
81 C 22.190 11.069 14.096
82 C 23.639 15.180 12.580
83 H 21.982 12.976 12.978
84 H 21.463 12.964 14.592
85 H 21.173 10.676 14.069
86 H 22.592 10.665 15.026
87 H 22.740 10.527 13.327
88 H 24.193 14.306 12.239
89 H 24.095 16.161 12.449
90 H 22.647 15.169 12.128
91 O 16.222 18.890 8.748
92 S 16.523 18.381 10.102
93 O 17.554 17.353 10.236
94 O 16.878 19.743 11.057
95 C 15.935 20.816 11.139
96 C 16.494 21.869 10.240
97 C 14.926 17.809 10.903
98 H 15.839 21.174 12.164
99 H 14.939 20.574 10.767
100 H 15.868 22.761 10.264
101 H 16.746 21.532 9.235
102 H 17.440 22.059 10.746
103 H 14.623 16.806 10.603
104 H 14.213 18.574 10.597
105 H 15.227 17.823 11.951
106 O 26.198 17.582 15.884
107 S 25.139 18.580 15.783
108 O 25.389 20.027 15.730
109 O 24.307 18.268 14.399
110 C 23.174 19.085 14.065
111 C 23.169 19.335 12.566
112 C 23.776 18.279 16.945
113 H 23.157 20.051 14.570
114 H 22.279 18.540 14.365
115 H 24.000 19.975 12.271
116 H 22.244 19.834 12.277
117 H 23.187 18.424 11.967
118 H 23.426 17.312 16.585
119 H 23.083 19.118 16.880
120 H 24.260 18.136 17.911
121 O 10.834 16.272 10.241
122 S 10.749 15.884 11.640
123 O 10.696 14.434 11.971
124 O 12.064 16.570 12.426
125 C 12.143 16.429 13.848
126 C 13.577 16.055 14.205
127 C 9.321 16.813 12.509
128 H 11.394 15.681 14.105
129 H 11.896 17.412 14.249
130 H 14.208 16.916 13.985
131 H 13.764 15.160 13.612
132 H 13.773 15.680 15.209
133 H 8.738 16.152 13.151
134 H 8.733 17.148 11.655
135 H 9.758 17.674 13.015
136 O 17.576 25.055 13.613
137 S 17.557 24.447 14.958
138 O 18.494 23.399 15.372
139 O 17.757 25.700 16.035
140 C 17.072 26.949 15.822
141 C 17.871 28.181 16.189
142 C 15.802 23.929 15.354
143 H 16.272 26.887 16.559
144 H 16.606 27.085 14.846
145 H 17.464 29.101 15.768
146 H 18.846 28.030 15.726
147 H 18.170 28.483 17.193
148 H 15.885 23.122 16.082
149 H 15.248 23.644 14.459
150 H 15.427 24.840 15.820
151 O 20.823 18.435 10.138
152 S 20.729 19.819 9.713
153 O 20.180 20.871 10.622
154 O 22.240 20.317 9.312
155 C 22.469 21.619 8.781
156 C 23.837 22.130 9.152
157 C 19.949 19.992 8.036
158 H 21.655 22.267 9.106
159 H 22.454 21.536 7.694
160 H 24.102 22.920 8.450
161 H 24.507 21.272 9.083
162 H 23.941 22.485 10.177
163 H 18.935 19.621 8.181
164 H 20.499 19.338 7.359
165 H 20.097 21.020 7.704
166 O 15.379 21.840 18.913
167 S 14.655 20.631 19.288
168 O 13.198 20.647 19.147
169 O 15.382 19.356 18.493
170 C 15.200 19.284 17.095
171 C 13.813 18.566 16.901
172 C 15.108 20.140 20.996
173 H 15.967 18.672 16.619
174 H 15.317 20.280 16.668
175 H 12.934 19.094 17.270
176 H 13.799 17.612 17.429
177 H 13.601 18.377 15.848
178 H 14.948 20.992 21.657
179 H 16.146 19.836 20.864
180 H 14.460 19.325 21.318
181 C 12.581 15.393 21.273
182 C 13.139 16.786 20.853
183 O 14.499 16.782 20.731
184 C 15.058 16.167 19.631
185 O 14.436 15.721 18.665
186 C 16.601 16.276 19.572
187 F 17.004 17.351 20.334
188 F 17.092 15.223 20.202
189 F 17.038 16.322 18.338
190 H 12.584 14.734 20.405
191 H 11.552 15.481 21.620
192 H 13.141 14.915 22.077
193 H 12.741 17.453 21.618
194 H 12.599 17.058 19.946

Calculated values
LUMO energy = 0.01 eV
Gap between HOMO and LUMO = 10.4 eV
DFT total energy = -259087.874 eV
2S+1 = 1
HOMO = -10.41 eV
ΔE to the lowest compared entry with this formula, charge and spin = 0.0 kJ/mol